C22H25NO4 | ωB97M-V/def2-TZVPD

The geometry in XYZ format:
```
52
Properties=species:S:1:pos:R:3:forces:R:3
C 1.03958 -2.21323 -6.71722 -0.528 -0.568 -0.214
C 1.73573 -1.62794 -6.01472 4.934 3.326 5.050
C 2.64322 -0.97364 -5.02257 -0.224 -1.620 4.452
N 1.75252 -0.59878 -3.73983 2.712 -1.484 -0.812
C 1.92311 -0.91442 -2.47736 6.857 -9.155 3.207
O 2.97025 -1.80012 -2.12735 -4.439 4.653 -2.206
C 0.96899 -0.79741 -1.27392 1.613 3.713 -13.852
C 1.31274 -0.88421 -0.13061 -0.752 -0.969 9.782
C 0.40116 -0.45202 0.99834 1.233 -7.826 -0.101
C 1.10267 -0.11403 2.14024 6.766 3.548 4.509
C 2.38039 0.76232 2.07714 -4.315 -2.746 7.455
C 3.03417 1.30821 3.21594 -5.448 -3.927 -2.576
C 2.45837 0.82138 4.39125 4.519 -1.167 3.686
C 3.30726 1.03276 5.59499 -1.866 0.813 -2.505
C 4.08729 1.47986 6.37122 1.787 0.309 4.141
C 1.68239 -0.31340 4.50936 -2.870 1.568 1.543
C 0.88839 -0.52835 3.41910 -3.598 -5.816 -0.152
C -0.46563 0.44554 0.51155 -3.175 9.870 -6.076
C -1.40078 1.30230 1.32081 -4.879 -6.979 3.291
C -2.89825 0.28960 1.36739 -0.901 2.546 4.856
C -3.01706 -1.03126 2.17409 10.654 1.355 -1.057
O -2.16350 -2.10872 1.29749 -4.508 1.031 0.188
C -0.84606 0.14335 -1.01810 -10.714 2.509 5.464
O -1.84691 1.37283 -1.48112 1.854 -5.821 0.884
C -2.56370 0.63508 -2.59312 3.953 13.560 -0.218
C -3.52417 1.96733 -2.89239 -3.527 -11.938 4.282
O 0.12252 0.12987 -1.80043 1.610 0.231 -2.900
H 0.50890 -2.54840 -7.44728 -3.115 -2.193 -3.820
H 3.44619 -1.68156 -4.37847 -1.991 1.598 -2.301
H 3.08954 -0.02559 -5.31472 0.038 -0.317 -0.338
H 1.04753 -0.00058 -3.86606 -3.452 2.781 -1.162
H 1.96054 -1.63006 0.03041 3.121 -2.131 0.974
H -0.19489 -1.45263 1.24757 1.045 1.742 -0.365
H 2.50444 1.05653 1.19781 1.983 2.645 -7.507
H 3.72089 2.02792 3.07004 2.440 2.190 0.187
H 4.57513 1.63807 7.37993 -0.601 -0.061 -2.152
H 1.21838 -0.70597 5.50674 1.774 0.759 -1.758
H 0.06931 -1.50756 3.63028 1.988 3.079 -0.987
H 0.03740 1.43512 0.20201 1.294 -1.223 0.008
H -1.99084 2.15050 1.10675 0.862 1.352 -1.139
H -1.22918 1.17157 2.42708 0.476 0.799 -1.098
H -3.62189 1.03753 2.02657 1.307 -1.648 -1.948
H -3.28296 0.13441 0.41636 -0.768 0.172 -1.913
H -3.89438 -1.40366 2.49470 -2.934 -1.244 0.957
H -2.06345 -0.97064 2.99149 -3.482 -0.013 -1.252
H -2.94792 -2.34086 0.71613 1.819 -0.250 0.443
H -1.64763 -0.75405 -1.04320 2.131 1.315 -0.172
H -1.85304 0.82601 -3.35310 0.555 -1.777 -1.311
H -3.17079 -0.07814 -2.46511 -3.800 -5.984 1.402
H -4.15052 1.94389 -1.97875 -0.007 0.388 -0.630
H -3.17880 2.79361 -3.03040 4.805 9.184 -1.709
H -4.03664 1.55167 -3.66697 -2.240 -0.181 -2.531
```
Positions in Å, forces in eV/Å.

For the energy relative to the best compared isomer or geometry (same formula, charge and spin), the calculation gives 22.787 eV. Its structure (SMILES) is C#CCNC(=O)C1=C[C@@H](c2ccc(C#C)cc2)[C@H](CCCO)[C@@H](OCC)O1.